Here is a structure of composition C10H6NO5Pd from OMol25. Energies are from ωB97M-V/def2-TZVPD.

```
23
Properties=species:S:1:pos:R:3:forces:R:3:lowdin_charge:R:1
O 0.8467 0.5358 -5.1963 -0.314 -2.122 5.015 0.0293
C 0.7760 0.0822 -4.1191 0.379 2.102 -5.027 0.0415
Pd -1.1058 -1.5194 -0.5908 -0.403 0.305 1.241 0.6375
O -1.9497 0.6319 -2.5621 0.478 -0.516 0.794 0.1527
C -1.4756 -0.0704 -1.8088 -1.112 2.096 -2.427 -0.2223
C -2.4751 -1.5135 0.8867 -2.180 0.544 2.685 -0.1000
O -3.1926 -1.2504 1.7326 1.435 -0.636 -1.718 0.1698
C 0.7100 -2.3154 -0.0934 -0.782 0.475 -0.066 -0.2749
O 1.2017 -2.9097 0.7815 1.080 0.247 -0.952 0.1120
C -1.6677 -3.0849 -1.6705 -1.058 -3.199 -2.976 -0.1027
O -1.8280 -3.9589 -2.4010 0.518 2.530 2.306 0.1829
H 0.6561 -1.6421 -1.1781 2.276 -1.447 1.294 0.1119
C 1.3632 2.4900 2.0951 -1.720 -2.916 -2.002 0.0014
C 1.2824 2.4626 0.6919 0.553 0.744 0.104 -0.0271
C 0.7180 1.4027 -0.0010 -0.098 0.259 1.169 -0.1221
N 0.1752 0.4097 0.7021 -0.486 -1.777 -0.743 -0.0020
C 0.2565 0.3042 2.0325 0.338 1.208 -0.678 -0.1102
C 0.8333 1.3624 2.7334 0.101 -0.182 0.910 -0.0277
H 1.7714 3.2795 2.6235 0.766 1.428 0.887 0.0975
H 1.6740 3.2859 0.1157 0.132 0.119 -0.043 0.1139
H 0.7032 1.3600 -1.0949 -0.142 0.026 0.460 0.1024
H -0.1279 -0.6076 2.5068 0.122 0.547 -0.178 0.1191
H 0.8548 1.2654 3.8141 0.118 0.164 -0.055 0.1171
```
Positions in Å, forces in eV/Å.

energy = -943.099828 a.u.
ΔE to the lowest compared entry with this formula, charge and spin = 51.8 kJ/mol
expectation value of S² = 2.012
net charge = +1
spin multiplicity = 3

---

Here is a structure of composition C10H7CdN2O5 from OMol25. Energies are from ωB97M-V/def2-TZVPD.

```
25
Properties=species:S:1:pos:R:3:forces:R:3:lowdin_charge:R:1
O 3.5582 -0.9233 -2.6487 -0.760 1.012 1.116 0.0893
C 3.0113 -0.2726 -1.8993 0.667 -0.896 -0.994 -0.0193
Cd 1.2658 1.2956 0.1321 0.117 0.350 0.312 1.0891
C 0.2995 2.7678 1.6866 -2.442 1.635 2.532 -0.0798
O -0.1433 3.4976 2.4422 1.420 -1.154 -1.609 0.1302
C 2.9562 2.8782 0.2773 -2.366 -3.307 -1.183 -0.4640
O 3.3941 3.8491 0.7765 1.132 0.879 -0.037 -0.0302
C 0.6944 2.5966 -1.7877 -1.333 2.142 -3.324 -0.0418
O 0.3270 3.3168 -2.5997 1.125 -1.919 2.496 0.1235
C 2.7016 0.2362 1.7273 1.735 -1.906 2.434 -0.0513
O 3.2931 -0.1734 2.6117 -1.288 1.208 -1.970 0.1260
H 3.3475 2.1413 -0.5918 1.983 1.945 0.241 -0.0316
N -3.4578 -2.9890 -0.0312 0.349 0.133 -0.103 0.1498
C -2.4315 -2.0974 -0.0182 -0.402 -0.305 0.019 -0.2886
C -2.5071 -0.9241 0.7683 0.561 0.515 0.026 0.0045
C -1.4445 -0.0311 0.7612 -0.114 -0.886 -0.511 -0.1350
N -0.3280 -0.2565 0.0121 0.135 0.091 -0.019 -0.1092
C -0.2363 -1.3820 -0.7511 -0.844 0.037 0.478 -0.1275
C -1.2641 -2.3158 -0.7873 0.574 0.445 -0.027 0.0046
H -4.2930 -2.8355 0.5165 0.257 -0.013 -0.146 0.1200
H -3.4160 -3.8334 -0.5910 0.017 0.381 0.234 0.1229
H -3.3835 -0.7101 1.3779 0.200 -0.093 -0.164 0.1233
H -1.4690 0.8921 1.3623 -0.027 -0.616 -0.380 0.0863
H 0.6867 -1.5214 -1.3388 -0.645 0.092 0.408 0.0861
H -1.1615 -3.2058 -1.4072 -0.051 0.229 0.173 0.1229
```
Positions in Å, forces in eV/Å.

energy = -1038.362712 a.u.
ΔE to the lowest compared entry with this formula, charge and spin = 0.0 kJ/mol
net charge = +1

---

Among the records above, which one has the highest ΔE to the lowest compared entry with this formula, charge and spin? C10H6NO5Pd

---

Please write out number 1 again, unchanged.
Here is a structure of composition C10H6NO5Pd from OMol25. Energies are from ωB97M-V/def2-TZVPD.

```
23
Properties=species:S:1:pos:R:3:forces:R:3:lowdin_charge:R:1
O 0.8467 0.5358 -5.1963 -0.314 -2.122 5.015 0.0293
C 0.7760 0.0822 -4.1191 0.379 2.102 -5.027 0.0415
Pd -1.1058 -1.5194 -0.5908 -0.403 0.305 1.241 0.6375
O -1.9497 0.6319 -2.5621 0.478 -0.516 0.794 0.1527
C -1.4756 -0.0704 -1.8088 -1.112 2.096 -2.427 -0.2223
C -2.4751 -1.5135 0.8867 -2.180 0.544 2.685 -0.1000
O -3.1926 -1.2504 1.7326 1.435 -0.636 -1.718 0.1698
C 0.7100 -2.3154 -0.0934 -0.782 0.475 -0.066 -0.2749
O 1.2017 -2.9097 0.7815 1.080 0.247 -0.952 0.1120
C -1.6677 -3.0849 -1.6705 -1.058 -3.199 -2.976 -0.1027
O -1.8280 -3.9589 -2.4010 0.518 2.530 2.306 0.1829
H 0.6561 -1.6421 -1.1781 2.276 -1.447 1.294 0.1119
C 1.3632 2.4900 2.0951 -1.720 -2.916 -2.002 0.0014
C 1.2824 2.4626 0.6919 0.553 0.744 0.104 -0.0271
C 0.7180 1.4027 -0.0010 -0.098 0.259 1.169 -0.1221
N 0.1752 0.4097 0.7021 -0.486 -1.777 -0.743 -0.0020
C 0.2565 0.3042 2.0325 0.338 1.208 -0.678 -0.1102
C 0.8333 1.3624 2.7334 0.101 -0.182 0.910 -0.0277
H 1.7714 3.2795 2.6235 0.766 1.428 0.887 0.0975
H 1.6740 3.2859 0.1157 0.132 0.119 -0.043 0.1139
H 0.7032 1.3600 -1.0949 -0.142 0.026 0.460 0.1024
H -0.1279 -0.6076 2.5068 0.122 0.547 -0.178 0.1191
H 0.8548 1.2654 3.8141 0.118 0.164 -0.055 0.1171
```
Positions in Å, forces in eV/Å.

energy = -943.099828 a.u.
ΔE to the lowest compared entry with this formula, charge and spin = 51.8 kJ/mol
expectation value of S² = 2.012
net charge = +1
spin multiplicity = 3